14
Properties=species:S:1:pos:R:3:forces:R:3 method="wB97M-V/def2-TZVPD" lumo_ev=0.89 smiles="C=CO.C=CO" gap_ev=10.25
H 1.872844 1.188485 1.943746 -0.3 -0.4 0.8
H 0.417667 -0.986267 1.087964 -0.3 -0.8 -0.2
C 1.623685 0.778197 -0.041476 0.6 -1.3 0.3
H 1.737857 1.800666 -0.369254 0.6 0.0 0.3
H 1.730966 -0.001500 -0.782293 -0.7 0.0 -0.4
H -0.363273 0.912959 0.029408 0.2 0.1 -0.4
O 1.036065 -0.728666 1.772359 0.9 0.7 -0.3
C 1.579366 0.407096 1.252179 -0.4 1.7 -0.4
O -1.311536 1.032027 -0.136034 -0.5 0.0 0.2
H -2.825325 -0.342753 -0.020940 -0.3 0.6 -0.4
H -1.926971 -1.982758 -1.390800 0.3 -0.4 -0.5
C -1.374834 -1.065458 -1.335072 0.7 1.3 1.6
H -0.307143 -0.886487 -1.474231 -0.2 -0.7 -1.1
C -1.889368 -0.125540 -0.535556 -0.5 -0.8 0.4


17
Properties=species:S:1:pos:R:3:forces:R:3 method="wB97M-V/def2-TZVPD" lumo_ev=0.74 smiles="CC(N)=O.CC" gap_ev=10.58
H 2.069702 -0.141422 -0.549853 0.2 0.2 -0.3
N -2.206519 -0.022116 -0.732870 -0.6 1.8 -0.1
H -2.622997 0.509250 -1.482585 0.0 -0.9 -0.5
C -1.977308 -1.363702 -0.817277 0.9 -0.5 -0.8
H 1.808593 0.005100 1.157686 -0.3 -0.1 0.0
H 3.274854 0.586706 0.600509 0.3 -0.2 -0.6
C 2.234108 0.520360 0.293290 -0.5 0.1 1.6
H -0.310601 -1.427738 0.488152 0.2 -0.1 -0.1
H 0.761915 2.164141 0.778511 0.3 -0.1 0.5
H 2.476011 2.635770 0.331642 -0.3 0.5 0.4
H -1.866516 -1.418721 1.225141 0.2 0.3 0.2
H -1.877825 0.661192 -0.069344 0.3 -0.9 0.7
H -1.235340 -2.893527 0.836450 -0.1 -0.5 -1.4
O -2.200523 -1.971283 -1.841020 -0.4 -0.3 0.2
H 1.314504 2.099249 -0.829567 0.0 0.2 -0.3
C 1.651957 1.947323 0.192435 0.2 -0.7 -1.3
C -1.294013 -1.890582 0.418700 -0.4 1.1 1.9


20
Properties=species:S:1:pos:R:3:forces:R:3 method="wB97M-V/def2-TZVPD" lumo_ev=0.33 gap_ev=7.78
C 1.715423 0.358198 -0.507190 0.5 0.1 2.1
H 2.160715 0.525065 1.657306 -0.8 0.6 0.0
C 1.520400 0.032351 0.916811 0.1 0.4 -2.6
N -1.020139 -1.842370 -0.229232 -0.1 1.0 1.1
H -0.036611 -1.389218 0.661181 2.2 0.8 1.4
H 3.473322 -0.465930 -1.366804 0.0 0.1 -0.1
H 3.575963 1.258915 -1.007094 -0.2 -0.1 0.1
C -1.940419 0.937892 1.323430 1.4 0.7 -0.4
C 2.911117 0.470038 -1.374718 -0.3 -0.3 -0.8
H -1.598978 1.625716 2.105111 -0.2 0.0 0.0
H 2.599661 0.715802 -2.391264 0.2 0.0 -0.1
H -3.190513 0.143040 -1.474136 0.1 0.2 -0.2
C -1.960368 -1.123840 -0.614798 0.1 -2.0 -1.5
N 0.573033 0.868321 -0.365177 1.3 0.1 0.3
O 0.913433 -1.043093 1.346190 -2.4 -1.7 -0.6
N -2.994837 -0.780059 -1.128197 0.2 0.5 1.0
H -0.642431 -2.581433 -0.800871 -0.1 0.2 -0.5
H -2.226791 0.012385 1.813215 0.1 -0.2 -0.2
H -2.793807 1.382692 0.821454 -0.2 0.0 0.0
H -1.038171 0.895529 0.614783 -1.7 -0.3 1.1


69
Properties=species:S:1:pos:R:3:forces:R:3 method="wB97M-V/def2-TZVPD" lumo_ev="2.21 / 2.21" spin_multiplicity=2 charge=-1 gap_ev="5.46 / 5.44"
H 1.264512 -4.192269 -3.542046 0.0 0.0 0.0
H -4.586997 -1.933033 4.000296 0.0 0.0 0.0
H 1.309456 0.487989 -7.285892 0.0 0.0 0.0
C -1.227684 -3.411753 5.023797 0.0 0.0 0.0
H -2.077075 -2.416799 6.724335 0.0 0.0 0.0
H -0.291112 -4.127755 3.232536 0.0 0.0 0.0
C 4.582538 -1.293701 -0.199289 -0.1 0.0 -0.1
H -1.019988 7.140933 -1.724006 0.0 0.0 0.0
C -0.143901 -1.996990 3.397391 0.1 0.0 0.0
C 1.743595 -1.458219 -6.508504 0.0 -0.1 0.1
H 0.979897 1.853003 1.918498 0.0 0.0 0.0
C -2.470368 -0.451236 1.810860 0.0 0.1 0.0
H -4.752706 0.395781 4.819686 0.0 0.0 0.0
C -1.134582 -1.039507 5.375599 0.1 0.0 0.0
S 5.950462 -1.147715 0.698982 0.1 -0.1 0.0
C -3.215878 -1.447605 2.431727 -0.1 0.0 0.0
O 0.203334 -2.188618 -0.563602 0.2 -0.2 -0.2
H -0.871373 0.076105 0.457425 0.0 0.0 0.0
H -1.978056 1.633819 1.800508 0.0 0.0 0.0
C 1.723588 -1.642972 -4.127875 0.0 -0.1 0.3
N 0.863861 1.473651 -2.671694 0.1 -0.3 0.2
C -4.027675 -1.145234 3.512962 0.0 0.0 0.0
C 1.423694 -0.117418 -6.395493 0.0 0.1 0.0
H -1.367270 -0.167831 5.973676 0.0 0.0 0.0
C 0.268563 3.461830 -1.526781 0.0 0.0 0.0
C 0.759786 2.328427 0.969043 -0.1 0.4 0.1
H 0.164676 3.506393 -3.667480 0.0 0.0 0.0
C 1.254064 0.470201 -5.147746 0.0 -0.1 0.1
C 1.400941 -0.287197 -3.988718 0.0 -0.2 -0.4
H -3.453954 2.183242 3.699725 0.0 0.0 0.0
C 0.054000 4.212591 -0.350302 0.0 0.0 0.1
C -1.532960 -2.299974 5.795519 0.0 0.0 0.0
C 0.311654 3.617173 0.913157 0.1 -0.2 0.0
H 2.022172 -4.045170 -1.921527 0.0 0.0 -0.1
H -3.143810 -2.471534 2.085392 0.0 0.0 0.0
C -0.663674 6.120030 -1.663510 0.0 0.0 0.0
C -0.533278 -3.259406 3.833301 0.0 0.0 0.0
C 1.897182 -2.235752 -5.359564 0.0 0.1 -0.2
C 0.742269 2.092730 -1.464846 -0.1 0.0 -0.1
H -0.643165 5.823171 -3.805541 0.0 0.0 0.0
C 0.566949 -1.833995 2.084814 0.1 0.0 0.0
H 0.159897 4.194662 1.816809 0.0 0.0 0.0
H 1.012151 1.516046 -5.041840 0.0 0.0 0.0
C -0.442962 -0.890145 4.184113 0.0 0.0 0.1
H -0.568222 6.104034 0.466379 0.0 0.0 0.0
H 1.881884 -1.911870 -7.481011 0.0 0.0 0.0
H -2.140305 -0.897928 -0.279140 0.0 0.0 0.0
C -1.573525 -0.736139 0.642265 0.1 0.1 -0.1
C -3.390277 1.161090 3.348828 0.0 0.0 0.0
S -0.563414 -2.233864 0.735632 -0.1 0.0 -0.2
C 0.000997 4.083820 -2.770122 0.0 -0.1 0.1
V 1.915248 -0.951057 -1.251575 -0.7 0.3 -0.2
H -1.525119 -4.399906 5.350107 0.0 0.0 0.0
C -0.450522 5.373267 -2.839329 0.0 0.0 0.0
S 3.388041 -2.573468 -0.030102 0.0 0.5 0.0
C -0.413487 5.544835 -0.450019 0.0 0.0 0.0
H -0.141951 0.094047 3.849093 0.0 0.0 0.0
S 4.104040 -0.166799 -1.450414 0.2 -0.1 0.0
C 2.055542 -3.720065 -2.955566 0.0 0.0 0.0
O 1.370536 0.293306 0.016979 0.2 -0.2 -0.1
C 0.986642 1.554914 -0.190076 0.0 -0.2 -0.2
H 1.383383 -2.550806 1.957633 0.0 0.0 0.0
N 1.265842 0.206661 -2.685455 0.3 0.1 0.9
H 3.039677 -3.937891 -3.374949 0.0 0.0 0.0
C -4.119316 0.161001 3.973956 0.0 0.0 0.0
C -2.565153 0.856405 2.276479 0.0 0.0 0.0
O 1.842859 -2.314324 -2.927786 -0.1 0.3 -0.2
H 0.979904 -0.844233 1.903545 0.0 0.1 0.0
H 2.155926 -3.280978 -5.439250 0.0 0.0 0.0


14
Properties=species:S:1:pos:R:3:forces:R:3 method="wB97M-V/def2-TZVPD" lumo_ev=0.79 smiles="[H]/N=C1/NC(=C)N/C1=N/[H]" gap_ev=9.46
H -3.224546 0.818020 0.031858 0.9 -1.2 0.3
C 0.971743 0.807123 -0.117834 -1.2 -1.8 0.6
N 2.006618 -1.553358 0.133430 -0.3 0.9 -1.1
H 2.944999 -1.101631 -0.004358 -1.4 -0.2 0.5
H -0.708754 2.073280 0.204789 0.1 -0.3 -0.1
C 1.017263 -0.761929 -0.089144 1.3 1.5 0.3
C -2.532913 -0.062683 0.089669 -0.6 -0.9 -0.1
C -1.213857 0.011259 0.003857 1.6 0.1 -1.0
H -0.512581 -2.065913 -0.101133 -0.5 0.1 0.1
H -2.843826 -1.130990 0.088068 -0.6 1.2 0.0
N 1.889535 1.620414 0.010465 2.8 1.3 0.1
N -0.404487 1.153199 -0.087028 1.0 -0.9 -0.1
N -0.290856 -1.088941 -0.208398 -1.0 0.0 0.7
H 2.901668 1.282150 0.045764 -2.2 0.1 -0.2


109
Properties=species:S:1:pos:R:3:forces:R:3 method="wB97M-V/def2-TZVPD" lumo_ev="-6.15 / -9.13" spin_multiplicity=4 charge=+3 gap_ev="8.49 / 5.62"
H 7.810796 0.118022 -2.321786 0.0 0.0 0.0
N 6.201967 0.583288 -3.570966 -0.5 -0.4 0.1
H -7.407646 -1.704702 3.560964 0.0 0.0 0.0
C -3.719944 2.140460 3.613185 -0.1 0.0 -0.1
P -0.314243 0.333427 2.374921 0.1 0.4 -0.1
H 6.581330 1.610904 -6.581630 0.0 0.0 0.0
H 0.144624 4.507235 -0.174779 -0.1 0.1 0.0
C 1.979843 -1.041155 5.439702 0.0 0.0 0.1
C -3.787103 -2.569197 2.594001 0.4 0.0 0.1
C 6.737877 1.249542 -4.573113 -0.1 0.2 -0.1
H -0.941462 -5.796851 2.268087 0.0 0.0 0.0
C -2.424167 -4.671291 1.176856 0.2 0.1 0.3
C 2.616267 4.817168 -3.534945 0.1 -0.1 0.0
O -0.869139 2.878315 -0.834351 0.0 -0.2 -0.5
H -5.230966 1.734467 -3.494649 0.0 0.0 0.0
H 5.333400 0.060766 -3.744458 0.1 0.1 0.0
C 2.376528 -2.485929 3.554477 0.2 -0.1 0.1
N 2.580914 0.776157 -0.361798 0.0 0.2 -0.3
C -4.610036 1.812699 -2.605587 -0.1 0.1 0.1
N -0.303744 -0.525251 -0.295513 -0.5 -0.1 0.1
H 4.326500 -1.238383 -0.311646 0.0 0.0 0.1
C -1.696864 -5.815970 1.494185 0.0 0.1 -0.1
H 3.277855 -2.749751 5.479809 0.0 0.0 0.0
H -6.215251 -3.510474 4.752489 0.0 0.0 0.0
H 1.906999 6.967569 -2.169209 0.0 0.0 0.0
C -2.195000 2.683077 -1.310135 0.0 -0.1 0.0
H -3.896027 -4.078581 4.128225 -0.1 0.0 0.0
H -1.378429 -7.880479 1.056264 0.0 0.0 0.0
C 2.957031 -0.205425 -2.551917 0.9 0.3 0.2
H -0.976840 4.830437 -1.516785 0.0 0.0 0.0
C -2.141753 0.022369 4.481378 0.0 0.0 0.0
H 1.291704 -2.017019 1.762706 0.0 0.0 0.0
H 5.103730 0.261410 0.181232 -0.1 0.0 0.0
H 2.832189 1.562311 0.229324 -0.1 0.0 0.0
H 0.602648 0.573730 5.127337 0.0 0.0 0.0
C 2.610253 -2.146312 4.879491 0.0 -0.1 -0.1
H 5.745766 -1.486487 -2.224896 0.0 0.0 0.0
H -6.276470 -0.441479 1.768800 0.0 0.0 0.0
H -3.950266 -1.006478 1.130438 0.0 0.0 0.0
C -6.385079 -1.941132 3.297872 0.0 0.1 0.0
O 1.669667 -0.251035 -2.474912 -1.0 0.3 -0.1
N -0.732882 -1.521555 -1.074563 0.1 0.0 -0.2
H 0.632983 6.769581 -3.376908 0.0 0.0 0.0
H -4.114292 -0.708010 -3.343442 0.0 0.0 0.0
C -0.747686 -0.735348 0.976170 0.1 -0.5 0.1
H 8.258639 2.453430 -5.197722 0.0 0.0 0.0
Tc 0.618854 0.992012 -1.345522 0.9 0.4 0.8
H 4.021955 1.450228 -1.740972 0.0 0.0 0.1
N 6.147140 1.195500 -5.774930 0.1 0.0 0.0
C 4.769943 -0.311639 -0.688822 0.1 0.0 -0.2
N 1.464406 4.985406 -2.650569 0.1 -0.2 -0.1
H -2.273533 2.383238 2.047876 0.0 0.0 0.0
N -1.375460 -2.390598 -0.373280 -0.1 -0.2 0.0
H 2.524700 -0.021811 0.267934 -0.1 0.0 0.1
H -1.507294 -0.770079 4.848993 0.0 -0.1 0.0
H -4.961014 1.701400 5.303920 0.0 0.0 0.0
C -2.584129 1.795525 2.903872 0.0 0.0 -0.1
C 6.760825 0.405467 -2.233449 0.1 0.0 0.1
C -3.409469 -4.705704 0.191582 -0.1 0.0 0.0
O 3.609344 -0.647962 -3.481843 0.0 0.1 0.1
C -4.448647 -1.544367 1.928120 0.1 0.0 0.0
C 0.818344 -0.659287 3.373614 -0.2 0.1 0.0
C -1.424258 -1.963120 0.911373 0.3 0.3 0.2
H -2.586076 3.595354 -1.761312 0.0 0.0 0.0
H 3.540072 5.012970 -2.986711 0.0 0.0 0.0
C -5.716790 -2.957615 3.967737 0.0 -0.1 0.1
Se 0.618464 2.143930 1.712822 0.0 -0.3 0.0
H -2.407366 -0.486816 -3.771572 0.0 0.0 0.0
C -1.944942 -6.993700 0.807084 0.0 -0.1 0.0
C -2.907978 -7.026677 -0.189466 0.1 0.0 0.0
C -2.197001 1.534172 -2.306159 -0.1 0.2 0.1
C 0.925642 3.929722 -2.068940 -0.1 0.1 0.0
C 1.483845 -1.743261 2.794293 -0.1 0.0 0.0
Se -0.799125 -3.485281 3.729352 0.3 0.1 0.4
C 1.086378 -0.291916 4.691416 0.0 0.0 -0.1
C -4.416474 -3.275516 3.617266 0.0 0.0 0.0
H -3.091825 -7.944833 -0.730651 0.0 0.0 0.0
C -0.250120 4.124070 -1.121333 0.1 -0.1 0.1
H 8.312214 2.048073 -3.533740 0.0 0.0 0.0
C 1.042053 6.367193 -2.449754 -0.1 0.2 0.0
H 2.640573 3.805449 -3.925991 0.0 0.0 0.0
C -3.379957 -0.007238 -3.741420 0.0 -0.1 -0.1
H 0.299524 6.466118 -1.664657 0.0 0.0 0.0
O 1.387684 2.777972 -2.236022 -0.1 -0.1 -0.2
C 6.010026 -0.713663 -1.503704 -0.1 0.1 0.0
H -4.325374 2.978822 3.294197 0.0 0.0 0.0
P -2.155172 -3.130169 2.068157 -0.9 0.0 -0.7
H -2.823143 2.420373 -0.454603 0.0 0.1 0.0
H 6.704757 -1.170473 -0.799744 0.0 0.0 0.0
C -3.284445 0.371464 5.185611 -0.1 0.0 0.0
H 2.182731 -0.767200 6.466390 0.0 0.0 0.0
H -3.548129 -0.166382 6.086686 0.0 0.0 0.0
H 2.873579 -3.341355 3.115779 0.0 0.0 0.0
H -4.504248 2.868283 -2.367342 0.0 0.0 0.0
C -3.640097 -5.884508 -0.492471 -0.1 0.1 0.0
C -5.751420 -1.233855 2.286304 0.0 0.1 0.0
N 7.811682 2.023776 -4.405290 0.1 -0.1 0.0
H 6.712283 1.342690 -1.668000 0.0 0.0 0.0
C 3.647534 0.497289 -1.358516 -0.2 -0.4 -0.2
H 2.537441 5.528535 -4.354009 0.0 0.0 0.0
C -1.798985 0.725105 3.329829 0.2 -0.2 -0.1
H -3.680544 0.285200 -4.746704 0.0 0.0 0.0
H -3.991327 -3.821771 -0.036771 0.0 0.0 0.0
H -4.398934 -5.908890 -1.262630 0.0 0.0 0.0
C -4.074665 1.422816 4.749172 -0.1 0.0 0.0
O -1.115681 0.958148 -2.533108 0.4 -0.1 -0.1
H 5.411969 0.528189 -5.942842 0.0 0.0 0.0
N -3.328126 1.171933 -2.874871 0.0 -0.1 -0.1
H -5.126429 1.311196 -1.783860 0.0 0.0 0.0